# 1
38
Properties=species:S:1:pos:R:3:forces:R:3 method="wB97M-V/def2-TZVPD" charge=+2 lumo_energy_ev="-6.68 / -10.19" multiplicity=6
Ir 0.03672 1.22920 -2.56654 -1.4 0.8 0.4
O 0.59287 3.36131 -2.62523 0.7 1.0 0.2
C -0.38430 4.06623 -1.77380 1.5 -0.7 0.8
C -1.66519 3.50271 -2.21617 -0.1 2.2 1.0
C -2.68434 4.40266 -2.43430 0.2 0.3 0.9
C -3.83534 3.89162 -2.92482 -2.5 -0.2 -1.5
C -3.95308 2.51905 -3.16340 0.0 0.2 0.8
C -2.90425 1.71561 -2.81048 -1.0 0.1 0.3
N -1.77649 2.20093 -2.29793 0.0 0.2 -1.0
H 1.51864 3.70706 -2.58626 -0.9 -0.2 0.1
H -0.38915 5.14717 -1.94075 0.5 -0.3 0.2
H -0.16643 3.75561 -0.71650 -0.1 0.7 -0.8
H -2.59878 5.42052 -2.04389 0.1 -0.2 -0.7
H -4.71161 4.50229 -3.21537 0.7 -0.1 0.6
H -4.90009 2.05724 -3.38953 0.0 0.1 -0.5
H -3.02245 0.67356 -2.78616 0.0 -1.4 -0.3
F 2.71850 0.83977 -2.86619 -0.1 -0.1 -0.5
B 1.65239 0.14398 -3.37742 1.9 -2.7 -1.5
F 1.78066 -0.57059 -4.55186 -0.3 1.5 1.5
C 2.11486 -3.73092 6.37993 1.2 0.6 -0.6
C 1.27227 -3.99657 5.13540 -4.2 -0.3 1.4
O 0.04082 -4.05181 5.09044 3.6 0.4 0.0
S 2.17552 -4.34886 3.56906 -0.3 1.5 -1.1
C 1.48070 -3.17230 2.41977 0.0 -0.5 1.1
C 2.34638 -2.93232 1.35002 1.2 -0.4 -0.9
C 1.94669 -2.30247 0.18331 -1.1 0.0 1.9
C 0.65390 -1.68648 0.15526 1.4 -2.1 2.3
C -0.22037 -1.83461 1.31993 2.0 -0.4 -0.9
C 0.20781 -2.54538 2.43090 -1.2 -0.1 0.4
C 0.57653 -0.97277 -1.01599 -2.2 1.3 -0.5
C 0.73419 -0.49890 -2.18718 1.4 -0.8 -0.7
H 2.28797 -4.62938 7.00740 -0.3 0.3 -0.6
H 1.69370 -2.92959 7.02056 -0.2 -0.6 -0.6
H 3.11112 -3.35826 6.03187 -0.6 -0.4 0.4
H 3.35689 -3.29810 1.52751 0.0 0.0 -0.7
H 2.52818 -2.20847 -0.70008 0.8 -0.1 -0.3
H -1.16461 -1.37451 1.25329 -1.1 0.4 0.3
H -0.45084 -2.69422 3.31520 0.5 0.2 -0.9

# 2
43
Properties=species:S:1:pos:R:3:forces:R:3 method="wB97M-V/def2-TZVPD" smiles="C=CCNC(=S)N1CCN(C2CCCCC2)CC1" lumo_energy_ev=0.73 de_lowest_ev=0.0118
C -1.80853 -2.58822 -0.32230 0.1 -0.1 0.0
C -3.11744 -2.66343 -0.47355 -0.2 0.1 -0.1
C -4.04670 -1.48676 -0.56159 -0.2 -0.2 0.0
N -3.36980 -0.22680 -0.74466 0.3 0.2 -0.3
C -2.98858 0.54572 0.30268 -0.3 0.3 0.1
S -3.56980 0.25945 1.82812 -0.2 -0.3 0.8
N -2.21973 1.63698 0.04299 -0.2 -0.1 -0.2
C -1.40096 2.20144 1.09570 0.1 0.2 0.3
C 0.08800 1.96008 0.76300 -0.1 0.0 -0.1
N 0.17107 0.81358 -0.12097 -0.1 0.0 -0.1
C 1.41425 0.05845 -0.12019 0.1 0.1 0.3
C 2.68614 0.88835 -0.34794 -0.1 -0.3 -0.3
C 3.90073 -0.03133 -0.43403 0.1 0.2 0.2
C 4.03479 -0.86599 0.83620 0.0 -0.2 -0.3
C 2.76401 -1.67402 1.08320 0.1 0.2 0.3
C 1.55448 -0.74861 1.17366 0.0 -0.2 -0.4
C -0.32921 1.15557 -1.43733 0.1 -0.1 0.0
C -1.65461 1.92514 -1.25571 0.1 -0.1 -0.1
H -1.19726 -3.47119 -0.24920 0.1 -0.2 0.0
H -1.29050 -1.64633 -0.23988 0.1 0.3 0.0
H -3.61471 -3.62233 -0.52780 0.0 -0.2 0.0
H -4.74803 -1.62908 -1.39140 0.0 0.0 0.1
H -4.62281 -1.41621 0.36798 0.0 0.0 -0.2
H -2.81305 -0.18062 -1.58410 0.0 0.1 0.0
H -1.60894 3.27228 1.18787 0.0 0.0 0.0
H -1.67796 1.70959 2.02895 0.1 0.2 -0.2
H 0.63110 1.75165 1.68222 0.0 0.1 0.0
H 0.52767 2.86127 0.30154 0.1 0.0 0.1
H 1.32505 -0.65761 -0.94811 0.0 0.0 0.0
H 2.59543 1.46814 -1.26993 0.0 0.1 0.0
H 2.81908 1.58823 0.47972 0.0 0.1 0.0
H 4.80420 0.56345 -0.58604 0.0 0.0 -0.1
H 3.79049 -0.69622 -1.29438 0.0 0.0 -0.1
H 4.89226 -1.53643 0.74985 0.1 0.0 0.1
H 4.21274 -0.20359 1.68653 0.1 0.0 0.1
H 2.86031 -2.24563 2.00821 0.0 -0.1 0.0
H 2.62026 -2.38378 0.26504 0.0 -0.1 0.0
H 1.68562 -0.07608 2.02269 0.0 0.1 0.1
H 0.64295 -1.32341 1.34210 -0.1 0.1 0.0
H -0.48563 0.22384 -1.99149 0.0 0.0 0.0
H 0.37404 1.77801 -2.01944 -0.1 0.0 0.0
H -1.46410 3.00247 -1.27460 -0.1 -0.1 -0.1
H -2.36633 1.70993 -2.05361 0.0 0.1 0.0

# 3
102
Properties=species:S:1:pos:R:3:forces:R:3 method="wB97M-V/def2-TZVPD" charge=-1 lumo_energy_ev=2.14
C 4.44885 3.99066 4.18410 -0.4 -0.2 0.0
C 4.00123 4.05262 2.73766 0.7 0.2 -0.1
O 4.65366 3.10441 1.91868 0.0 -0.3 0.1
B 4.12637 1.79734 1.99995 0.1 -0.4 0.5
O 4.85148 0.91067 2.83808 0.1 0.5 0.3
B 2.74188 1.23398 1.20019 0.1 0.9 -1.1
Br 1.56845 0.35939 2.65969 -0.3 -0.3 0.5
C 1.79219 2.40422 0.55318 0.3 -1.1 -0.1
C 2.40322 3.24048 -0.53800 -0.8 0.9 -0.5
C 1.47583 4.41975 -0.92875 0.6 0.1 0.3
S -0.13779 3.87988 -1.55282 -0.3 -0.8 -0.1
C -1.40174 4.80641 -0.69378 0.8 0.6 -0.7
S -1.41875 6.43698 -0.88433 -0.1 0.3 0.1
N -2.33973 4.08914 -0.02744 0.6 0.3 0.7
C -1.79074 3.14490 0.96280 0.0 -0.4 0.6
C -1.37706 3.78946 2.29963 -0.1 -0.3 -0.3
C -3.42985 4.88690 0.50814 -1.1 -0.3 0.3
C -4.48425 4.03044 1.19834 0.5 0.0 0.3
C 3.19629 0.21199 -0.02614 0.0 -0.1 1.1
C 3.30194 -1.29779 0.27640 -0.2 0.4 -0.8
C 2.12257 -2.08927 -0.33338 0.9 -0.8 0.3
S 0.95718 -2.76610 0.82024 -0.5 1.2 -0.2
O -0.20712 -1.95524 0.82304 -1.2 0.4 -0.4
O 1.50123 -3.05643 2.08805 1.1 -0.9 0.8
O 0.54593 -4.15028 0.10199 0.0 -0.2 -0.3
H 3.93282 4.76859 4.74183 0.1 0.2 0.2
H 4.15781 3.04928 4.63074 0.0 -0.3 0.2
H 5.52141 4.08735 4.27334 0.3 0.1 0.0
H 2.92037 3.95930 2.68842 -0.3 -0.1 -0.1
H 4.29752 5.02823 2.36687 -0.2 0.3 -0.3
H 4.41534 0.91236 3.70646 0.2 -0.4 -0.4
H 0.96201 1.86723 0.10136 -0.4 -0.2 -0.1
H 1.34417 3.03185 1.30961 0.0 0.5 0.4
H 3.33724 3.70930 -0.24107 0.3 0.0 0.1
H 2.58736 2.68421 -1.45390 0.2 -0.4 0.0
H 1.34691 5.02272 -0.04118 -0.4 0.3 0.2
H 1.96787 5.04425 -1.66352 -0.1 0.2 -0.3
H -0.93824 2.63182 0.57073 0.4 -0.1 -0.6
H -2.50988 2.36896 1.17248 -0.4 -0.2 -0.1
H -2.03997 3.44785 3.08175 -0.3 0.3 0.3
H -1.33955 4.87100 2.26121 -0.1 0.2 0.0
H -0.39684 3.44637 2.58580 0.4 -0.2 0.0
H -3.88637 5.46918 -0.27478 0.0 0.1 -0.5
H -3.08933 5.61886 1.23005 0.4 0.3 0.1
H -4.60135 3.06212 0.73376 -0.3 -0.2 -0.3
H -4.16146 3.85828 2.21733 0.0 -0.2 0.3
H -5.42717 4.55497 1.26157 -0.3 0.1 -0.2
H 2.56542 0.37682 -0.89932 -0.2 -0.1 -0.2
H 4.19525 0.52537 -0.31936 0.2 0.2 -0.3
H 4.16718 -1.67032 -0.25890 0.3 -0.2 0.0
H 3.47166 -1.52391 1.31985 -0.2 0.0 0.3
H 1.60582 -1.49637 -1.06790 -0.6 0.2 0.0
H 2.53101 -2.94251 -0.86235 0.0 -0.4 -0.1
H -0.31720 -4.40919 0.47097 0.2 0.2 -0.1
C -3.48410 0.04667 3.55756 0.0 0.1 -0.1
O -3.85201 -0.71974 2.42523 0.0 -0.1 0.2
C -2.92508 -1.76769 2.14491 -0.3 0.2 -0.1
C -3.45202 -3.10557 2.60917 0.2 -0.1 0.1
O -3.55025 -3.18160 4.02642 -0.1 0.1 0.0
C -4.86991 -3.01241 4.49956 0.1 0.0 0.0
H -4.33058 0.68415 3.81575 0.0 0.0 -0.1
H -3.24594 -0.58767 4.41506 0.0 0.0 0.0
H -2.62021 0.68040 3.32788 0.0 0.0 0.1
H -1.95348 -1.55638 2.59299 0.0 0.0 0.0
H -2.79027 -1.79833 1.06204 0.1 0.0 0.0
H -2.75041 -3.88590 2.29512 0.0 0.0 0.0
H -4.42252 -3.31554 2.14687 0.0 0.0 0.0
H -5.47392 -3.90213 4.28218 -0.1 0.0 0.0
H -5.34752 -2.13375 4.05829 0.0 0.0 0.0
H -4.82043 -2.87954 5.57982 0.0 0.0 0.0
C -2.81454 2.82210 -3.97427 0.0 0.0 0.1
O -3.80230 2.37822 -4.89660 0.1 0.0 0.0
C -3.93556 3.22452 -6.02360 -0.2 -0.2 0.1
C -3.24524 2.64644 -7.23949 0.2 0.3 -0.1
O -1.83704 2.60834 -7.07619 0.0 -0.1 0.0
C -1.34579 1.32209 -6.74567 0.0 0.0 0.0
H -2.64379 2.02036 -3.25839 -0.1 0.0 0.0
H -1.87097 3.05401 -4.47178 0.0 0.0 0.0
H -3.16777 3.70595 -3.43292 0.1 0.0 0.0
H -3.55033 4.22531 -5.80644 0.1 0.0 0.0
H -5.00672 3.31252 -6.23788 0.0 0.0 0.0
H -3.45216 3.28874 -8.10259 0.0 0.0 0.0
H -3.63730 1.64834 -7.45859 0.0 0.0 0.0
H -1.38934 0.65998 -7.61846 0.0 0.0 0.0
H -1.90723 0.87568 -5.92197 0.0 0.0 0.0
H -0.30652 1.43305 -6.44148 0.0 0.0 0.0
C 1.89256 -8.29444 -2.35046 0.0 0.0 0.0
O 2.59001 -9.11270 -1.42889 0.0 0.1 -0.1
C 3.98670 -8.85986 -1.40329 -0.1 -0.3 0.2
C 4.38214 -8.01168 -0.21479 0.2 0.3 -0.1
O 3.85531 -6.70204 -0.31196 -0.2 -0.1 0.0
C 2.71111 -6.48884 0.50594 0.2 0.0 0.0
H 0.82740 -8.41432 -2.15893 0.0 -0.1 0.0
H 2.15413 -7.24056 -2.23207 0.0 0.0 0.0
H 2.10320 -8.61001 -3.37880 0.0 0.1 0.0
H 4.31029 -8.38264 -2.33323 0.0 0.0 0.0
H 4.48837 -9.83076 -1.32814 0.0 0.0 0.0
H 5.47401 -7.92230 -0.19601 0.0 -0.1 0.0
H 4.06600 -8.49017 0.71719 0.0 0.0 0.0
H 3.00586 -6.42877 1.55874 -0.1 0.0 0.0
H 1.97200 -7.28448 0.37799 0.0 0.0 0.0
H 2.26115 -5.54560 0.21687 0.1 -0.1 0.0

# 4
17
Properties=species:S:1:pos:R:3:forces:R:3 method="wB97M-V/def2-TZVPD" charge=-1 lumo_energy_ev=3.67 de_lowest_ev=1.4760
S 1.06245 2.16200 -0.20269 0.7 0.3 -1.4
H 1.53269 2.38984 -1.52772 -0.6 -0.4 1.6
H 1.26088 -0.02214 0.66481 -0.6 -0.6 0.2
H 1.45329 -1.45447 0.36696 1.6 -2.2 -2.1
O 0.96271 -0.94055 0.93417 -1.1 2.8 1.9
H -1.01441 -1.62026 1.32369 2.0 0.2 -0.4
H -2.28920 -0.87370 1.37615 0.0 -0.4 0.1
O -1.92744 -1.76992 1.45990 -1.9 0.2 0.4
H -0.57172 0.69614 2.98700 0.1 -0.1 -0.3
H -0.72984 1.14723 1.50885 0.3 0.2 0.4
O -0.97659 1.36489 2.42600 -0.3 -0.1 -0.2
H -1.80520 0.74360 -0.82944 0.1 -1.3 -1.7
H -0.49113 0.77994 -1.04176 3.1 0.9 0.2
O -1.16674 0.29860 -1.47755 -3.3 0.3 1.2
H 1.19455 -1.14555 -3.24930 -1.3 -0.4 -1.7
H 1.73978 -0.43827 -2.18521 0.4 1.0 1.3
O 1.76592 -1.31740 -2.53384 0.9 -0.5 0.6